ORCA calculation (ωB97M-V/def2-TZVPD) on 7 unconnected molecules or ions with the total composition C5H24N2O7.

The geometry in XYZ format:
```
38
Properties=species:S:1:pos:R:3:forces:R:3
C -3.229 1.636 0.410 0.3 -0.5 -0.6
N -2.895 0.339 0.962 0.1 -0.7 0.0
C -1.507 0.073 1.269 0.5 1.7 -1.2
C -0.605 -0.036 0.020 1.0 -1.5 0.9
N -0.626 -1.361 -0.612 -0.8 1.4 0.1
C 0.221 -2.405 -0.431 -1.1 -0.8 -0.5
C 0.858 -2.589 0.935 0.3 -0.3 -1.0
O 0.254 -3.292 -1.281 0.3 0.1 0.1
H -2.392 1.956 -0.210 0.0 0.1 0.0
H -3.442 2.459 1.101 -0.1 -0.2 0.3
H -4.052 1.480 -0.286 -0.3 0.4 0.1
H -3.523 -0.019 1.660 -0.1 0.2 0.0
H -1.363 -0.836 1.843 -0.3 0.0 0.2
H -1.040 0.940 1.765 -0.2 -0.3 0.5
H 0.416 0.088 0.394 0.0 0.2 0.0
H -0.711 0.712 -0.761 -0.4 0.1 0.2
H -1.277 -1.359 -1.382 0.5 -0.6 -0.3
H 1.770 -2.009 1.066 -0.3 0.5 0.4
H 1.184 -3.626 0.954 -0.1 -0.1 0.1
H 0.058 -2.442 1.653 0.4 0.3 0.5
O 2.292 2.904 1.652 0.3 0.0 0.1
H 1.385 3.174 1.793 -0.2 0.0 -0.3
H 2.528 2.492 2.494 0.1 -0.1 -0.2
O 0.906 2.870 -1.116 0.4 0.2 0.2
H 1.329 2.396 -0.391 -0.1 -0.2 0.1
H 1.558 3.568 -1.264 -0.3 0.0 -0.2
O 1.999 -0.951 -2.021 0.3 0.3 0.1
H 2.711 -1.595 -1.950 -0.1 -0.1 -0.4
H 1.495 -1.133 -2.818 0.0 -0.3 0.1
O -2.098 -1.697 -3.552 0.2 -0.1 0.3
H -1.232 -2.115 -3.467 0.1 -0.1 -0.2
H -2.577 -2.106 -2.824 -0.3 -0.1 -0.1
O 3.169 0.148 0.195 0.7 -0.7 0.8
H 2.501 -0.325 -0.315 -0.1 0.9 -0.3
H 3.064 1.099 0.184 -0.4 0.0 -0.3
O 0.018 2.280 3.422 0.5 0.0 0.1
H 0.217 3.194 3.189 -0.6 0.0 0.4
H -0.933 2.154 3.398 -0.1 0.3 0.0
```
Positions in Å, forces in eV/Å.

## Properties
Energy relative to the best compared isomer or geometry (same formula, charge and spin), eV: 2.160
SMILES: CNCCNC(C)=O.O.O.O.O.O.O
DFT total energy, Eh: -841.06825
Highest occupied orbital energy, eV: -8.669